# 1
Density functional theory data (ωB97M-V/def2-TZVPD) for C25H45NO8SSi as an isolated structure in a non-equilibrium geometry.

Output
HOMO energy, eV: -9.58
HOMO-LUMO gap, eV: 10.10
Largest force on an atom, eV/A: 1.66
DFT total energy, eV: -63236.582
2S+1: 1

Each line ends with the Löwdin charge.
Atoms and positions in Å:
S: -0.376 1.212 -1.295  0.61
Si: -2.511 2.146 1.412  0.60
O: 3.171 -0.370 -5.743  -0.04
O: 0.884 0.744 -1.756  -0.21
O: 1.280 1.629 2.396  -0.12
O: 3.848 2.091 2.827  -0.13
O: -1.160 2.007 -2.169  -0.21
O: 4.727 -1.397 -7.037  0.12
O: -0.102 2.009 0.093  -0.16
O: -1.268 0.031 -0.696  -0.16
N: -4.450 -1.612 4.354  0.05
C: -0.818 -0.142 0.680  -0.29
C: 1.195 -1.728 -5.670  -0.16
C: -4.821 -2.485 3.419  -0.16
C: 3.101 3.161 2.312  -0.18
C: -6.490 -3.453 4.811  -0.08
C: -6.117 -2.553 5.796  -0.07
C: -5.097 -1.657 5.517  -0.15
C: 0.982 -2.997 -0.723  -0.20
C: 0.450 -0.961 0.801  -0.12
C: 1.419 -2.186 -3.124  -0.19
C: 4.748 1.006 -6.924  0.02
C: 0.370 -2.610 -2.076  -0.20
C: 1.610 3.001 2.583  -0.16
C: -2.203 3.945 1.861  -0.15
C: 1.909 -0.602 -6.388  -0.19
C: -0.102 1.392 2.546  -0.17
C: -3.392 1.183 2.760  -0.16
C: 5.676 0.669 2.292  -0.07
C: 0.250 -2.468 0.508  -0.17
C: 4.302 1.149 1.879  -0.28
C: 4.243 -0.366 -6.607  -0.51
C: -0.796 1.296 1.155  -0.41
C: -3.627 2.163 -0.100  -0.16
C: 0.809 -1.307 -4.231  -0.19
C: -5.830 -3.420 3.594  -0.07
H: 4.379 1.574 0.876  0.12
H: 3.441 4.069 2.810  0.13
H: -0.804 -2.743 0.482  0.12
H: 0.295 -1.985 -6.226  0.11
H: 0.812 -0.886 1.821  0.11
H: -6.606 -2.545 6.761  0.10
H: -1.574 -0.646 1.282  0.16
H: 3.609 0.310 1.809  0.11
H: 3.244 3.309 1.241  0.12
H: -0.252 0.427 3.020  0.13
H: -1.570 4.067 2.738  0.02
H: 5.525 0.922 -7.674  0.08
H: -2.764 0.875 3.592  0.03
H: -3.528 1.303 -0.751  0.03
H: 1.868 -2.581 -5.659  0.11
H: 5.652 0.301 3.313  0.08
H: 2.040 -2.752 -0.674  0.11
H: -7.283 -4.168 4.989  0.11
H: 6.040 -0.100 1.617  0.07
H: -3.790 0.279 2.303  0.02
H: -4.241 1.716 3.181  0.04
H: 6.373 1.502 2.248  0.07
H: 1.250 -0.575 0.177  0.12
H: -4.653 2.169 0.274  0.03
H: 3.938 1.599 -7.342  0.09
H: -3.515 3.086 -0.660  0.04
H: 0.933 -4.085 -0.652  0.11
H: 1.174 -0.295 -4.091  0.09
H: -1.704 4.453 1.040  0.04
H: 0.674 -3.009 1.353  0.11
H: 1.368 3.317 3.599  0.13
H: -0.569 2.148 3.173  0.10
H: -6.089 -4.103 2.797  0.10
H: 2.148 -1.581 -2.593  0.10
H: -0.232 -3.425 -2.471  0.11
H: -0.273 -1.255 -4.136  0.11
H: 2.023 -0.821 -7.449  0.13
H: 5.117 1.501 -6.033  0.09
H: 1.315 0.308 -6.296  0.13
H: 1.879 -3.076 -3.543  0.11
H: -3.153 4.431 2.068  0.04
H: -4.776 -0.935 6.259  0.10
H: 1.047 3.577 1.847  0.12
H: -4.278 -2.428 2.481  0.10
H: -0.304 -1.765 -1.960  0.08

---

# 2
Density functional theory data (ωB97M-V/def2-TZVPD) for C25H46AlBNP2 as an isolated structure in a non-equilibrium geometry.

Output
HOMO energy, eV: -10.22
Energy relative to the best compared isomer or geometry (same formula, charge and spin), kcal per mole: 0.0
Net charge: +1
HOMO-LUMO gap, eV: 7.47
Largest force on an atom, eV/A: 2.89
DFT total energy, eV: -54006.488
2S+1: 1

Each line ends with the Löwdin charge.
Atoms and positions in Å:
P: 0.767 -1.429 -2.736  0.90
P: -1.193 -2.392 -0.023  0.88
Al: -0.099 -0.464 -0.873  0.15
N: 1.394 -0.996 0.111  0.12
C: -1.818 -4.712 -3.713  -0.16
C: 0.214 -5.328 -5.202  -0.17
C: 0.059 1.467 3.183  -0.01
C: -0.762 -5.727 -4.064  -0.17
C: 2.211 -1.141 0.948  -0.11
C: 0.756 1.861 0.746  -0.22
C: -0.953 -2.698 1.744  -0.19
C: -1.393 1.109 1.082  -0.23
C: -1.208 -3.105 -6.760  -0.17
C: -2.964 -2.466 -0.356  -0.21
C: 2.494 -1.352 -3.195  -0.19
C: 0.179 1.705 -0.554  -0.31
C: 0.076 -2.946 -5.997  -0.14
C: -2.685 0.942 1.784  -0.04
C: 0.648 -3.896 -5.242  -0.14
C: -2.388 -3.857 -4.582  -0.10
C: -2.336 1.501 -1.305  -0.05
C: -0.182 1.439 1.714  -0.21
C: -0.221 -3.620 -0.979  -0.33
C: 2.072 2.457 1.058  -0.01
C: -0.324 -0.603 -3.928  -0.21
C: 0.298 -3.166 -2.371  -0.36
C: -1.212 1.222 -0.357  -0.36
C: -2.286 -3.981 -6.073  -0.18
C: 0.673 2.415 -1.770  -0.04
B: 3.227 -1.295 2.062  -0.38
H: 0.195 0.274 -4.339  0.07
H: 1.950 3.294 1.761  0.10
H: -1.236 -6.678 -4.359  0.13
H: -2.125 -5.030 -6.355  0.11
H: 1.750 2.231 -1.914  0.08
H: 0.182 2.504 3.540  0.10
H: 3.111 -1.656 -2.337  0.07
H: -2.173 -4.765 -2.677  0.10
H: -3.156 0.787 -1.148  0.07
H: -2.999 1.896 2.244  0.11
H: -1.628 -2.106 -6.951  0.11
H: 0.536 3.507 -1.664  0.11
H: -3.483 0.620 1.103  0.07
H: -1.505 -1.941 2.323  0.05
H: 0.145 2.103 -2.682  0.06
H: 2.697 -1.998 -4.055  0.05
H: 4.245 -1.724 1.546  0.03
H: -1.350 -3.697 1.976  0.07
H: 0.613 -2.010 -6.215  0.11
H: -2.735 2.520 -1.152  0.11
H: 3.396 -0.195 2.563  0.03
H: -3.292 -3.512 -0.367  0.06
H: 2.753 -0.312 -3.438  0.07
H: -0.179 -5.953 -3.158  0.11
H: 2.740 -2.089 2.859  0.03
H: -2.608 0.205 2.599  0.07
H: -1.008 -3.539 -7.754  0.13
H: 2.537 2.846 0.147  0.08
H: -3.496 -1.917 0.435  0.06
H: -0.226 -5.607 -6.168  0.11
H: -2.008 1.427 -2.350  0.06
H: -3.189 -1.994 -1.321  0.05
H: 0.109 -2.645 2.021  0.05
H: -0.593 -1.292 -4.738  0.01
H: -3.093 -3.092 -4.236  0.11
H: -3.255 -3.677 -6.499  0.12
H: 1.598 -3.690 -4.732  0.09
H: 1.166 -3.785 -2.634  0.10
H: -0.862 -4.510 -1.075  0.08
H: 0.973 0.910 3.443  0.09
H: 2.751 1.725 1.525  0.07
H: -0.790 1.028 3.721  0.08
H: 1.121 -5.941 -5.074  0.12
H: -0.475 -3.360 -3.125  0.03
H: -1.258 -0.250 -3.463  0.04
H: 0.640 -3.906 -0.356  0.10